A 2-piece molecular cluster, C3H7NO2S overall, computed with ωB97M-V with the def2-TZVPD basis set.

Results
Lowest unoccupied orbital energy (eV): 0.44
Relative energy (zero: lowest compared OMol25 entry of this formula, charge and spin) (kcal per mole): 96.37
E_HOMO (eV): -9.17
Frontier orbital gap (eV): 9.62
Energy (hartree): -721.8091

```
14
Properties=species:S:1:pos:R:3:nbo_charge:R:1
C -1.12033 1.73525 -0.23391 -0.04
C 3.14125 0.59669 0.22612 0.31
C -1.17278 -1.71180 -0.46705 -0.77
N -1.21906 0.75578 -1.03203 -0.59
O 0.97784 -0.05266 0.29282 -0.96
O 3.64621 -0.36865 -0.33619 -0.55
S 0.09960 -0.34605 -0.89795 1.34
H -1.87488 2.38609 -0.21487 0.17
H -0.45325 1.76859 0.61962 0.18
H 2.97448 0.90822 1.27010 0.13
H 2.77572 1.46085 -0.50484 0.07
H -1.24493 -2.33646 -1.34993 0.23
H -0.92986 -2.26999 0.43004 0.25
H -2.08557 -1.15758 -0.46394 0.24
```


One molecule with the formula C3H7NO2S, computed with ωB97M-V with the def2-TZVPD basis set.

Results
Lowest unoccupied orbital energy (eV): 0.68
Relative energy (zero: lowest compared OMol25 entry of this formula, charge and spin) (kcal per mole): 13.99
E_HOMO (eV): -9.43
Structure (SMILES): N[C@H](CS)C(=O)O
Frontier orbital gap (eV): 10.11
Energy (hartree): -721.9404

```
14
Properties=species:S:1:pos:R:3:nbo_charge:R:1
N 0.50355 -0.55680 -1.50924 -0.82
C 0.46852 0.32570 -0.37426 -0.17
C 0.22477 -0.28325 1.01822 -0.53
S 0.83294 -1.99049 1.23832 -0.04
C -0.69199 1.29222 -0.60760 0.80
O -1.60933 1.21093 -1.36608 -0.57
O -0.49838 2.36739 0.20898 -0.71
H -0.34166 -1.09296 -1.64924 0.37
H 1.30909 -1.16076 -1.49194 0.37
H 1.34342 0.95886 -0.43055 0.23
H -0.78335 -0.27902 1.41706 0.23
H 0.84447 0.26029 1.74621 0.24
H 0.05394 -2.61731 0.34953 0.12
H -1.19334 3.02466 0.11844 0.50
```


C3H7NO2S3 as an isolated structure, computed with ωB97M-V with the def2-TZVPD basis set.

Results
Lowest unoccupied orbital energy (eV): 0.59
Relative energy (zero: lowest compared OMol25 entry of this formula, charge and spin) (kcal per mole): 16.71
E_HOMO (eV): -8.74
Frontier orbital gap (eV): 9.33
Energy (hartree): -1518.2218

```
16
Properties=species:S:1:pos:R:3:nbo_charge:R:1
C -1.96665 1.17978 -0.24804 -0.64
C -1.77364 -0.14088 -0.89897 -0.65
C 2.95091 -0.67982 0.77619 -0.69
N 0.14975 0.08076 0.91327 -0.99
O -0.11568 -2.22033 -0.28879 -0.91
O -1.73411 -1.50078 1.43612 -0.92
S -0.83708 1.41103 1.09635 0.48
S 1.58136 0.46975 0.01029 0.35
S -0.84979 -1.18234 0.36910 2.27
H -1.69628 1.98534 -1.04601 0.26
H -2.97883 1.02335 0.19617 0.26
H -2.66971 -0.68143 -1.23909 0.26
H -1.00946 -0.16176 -1.78929 0.25
H 2.61928 -0.64745 1.81510 0.23
H 3.79906 -0.03239 0.64616 0.22
H 3.12480 -1.69629 0.44885 0.23
```


One molecule with the formula C3H7NO3, computed with ωB97M-V with the def2-TZVPD basis set.

Results
Lowest unoccupied orbital energy (eV): -0.91
Relative energy (zero: lowest compared OMol25 entry of this formula, charge and spin) (kcal per mole): 123.52
E_HOMO (eV): -10.36
Structure (SMILES): C[C@@](O)(CO)N=O
Frontier orbital gap (eV): 9.44
Energy (hartree): -398.8408

```
14
Properties=species:S:1:pos:R:3:nbo_charge:R:1
C 0.24818 1.40481 -0.36675 -0.64
C -0.39475 0.13519 0.00760 0.28
O -0.30698 -0.86289 -1.35858 -0.80
C 0.53432 -0.73512 0.89561 -0.07
O 1.81254 -0.86109 0.30168 -0.70
N -1.59355 0.16317 0.66893 0.13
O -2.52051 -0.43988 0.16475 -0.27
H -0.02930 2.08794 0.48123 0.23
H 0.00776 1.89779 -1.26302 0.24
H 1.26402 1.15600 -0.41682 0.25
H -1.24302 -1.01095 -1.31961 0.47
H 0.19897 -1.73858 0.97459 0.20
H 0.52477 -0.14900 1.82950 0.19
H 1.49755 -1.04739 -0.59912 0.49
```


One molecule with the formula C3H7NO3, computed with ωB97M-V with the def2-TZVPD basis set.

Results
Lowest unoccupied orbital energy (eV): 0.75
Relative energy (zero: lowest compared OMol25 entry of this formula, charge and spin) (kcal per mole): 101.32
E_HOMO (eV): -9.68
Structure (SMILES): CN(C)C(=O)OO
Frontier orbital gap (eV): 10.42
Energy (hartree): -398.8762

```
14
Properties=species:S:1:pos:R:3:nbo_charge:R:1
C 0.53652 -0.96459 1.44115 -0.40
N 0.34487 -0.17771 0.21507 -0.43
C 1.19938 0.98364 -0.00354 -0.42
C -0.85143 -0.18919 -0.46671 0.86
O -1.78669 -0.95754 -0.36169 -0.64
O -0.86223 0.81476 -1.52772 -0.29
O -2.05907 0.65858 -2.21561 -0.42
H 1.32598 -1.78679 1.28336 0.20
H 0.82753 -0.33822 2.20762 0.20
H -0.42104 -1.38672 1.73003 0.23
H 0.46083 1.71752 -0.23216 0.23
H 1.93627 1.08302 0.67754 0.21
H 1.69931 0.72838 -0.91192 0.20
H -2.35023 -0.18515 -1.83543 0.47
```


One molecule with the formula C3H7NO3, computed with ωB97M-V with the def2-TZVPD basis set.

Results
Lowest unoccupied orbital energy (eV): 0.63
Relative energy (zero: lowest compared OMol25 entry of this formula, charge and spin) (kcal per mole): 26.80
E_HOMO (eV): -9.86
Structure (SMILES): O=C(O)NCCO
Frontier orbital gap (eV): 10.49
Energy (hartree): -398.9950

```
14
Properties=species:S:1:pos:R:3:nbo_charge:R:1
O 2.79856 0.65633 1.08870 -0.64
C 1.61548 0.58518 0.83290 0.88
O 0.66816 1.36932 1.36644 -0.70
N 1.10622 -0.30972 -0.09661 -0.65
C -0.15883 0.00690 -0.82421 -0.25
C -1.29980 -0.58638 -0.02103 -0.09
O -2.48521 -0.75376 -0.83835 -0.71
H 1.05925 2.15394 1.73359 0.51
H 1.83694 -0.88263 -0.48176 0.41
H -0.27712 1.08412 -0.82348 0.22
H -0.03422 -0.37414 -1.82522 0.21
H -1.66014 -0.01470 0.84058 0.20
H -0.95851 -1.47834 0.50989 0.17
H -2.21077 -1.45612 -1.46145 0.46
```